Density functional theory data (the ωB97M-V functional and the def2-TZVPD basis) for a single C7H7NS2Si molecule at a distorted geometry.

The calculation puts the gap between HOMO and LUMO at 0.33223 Ha. Its SMILES is S[SiH2]c1nc2ccccc2s1. The calculation puts the total energy at -1411.5488 a.u. As for the charge: 0. The HOMO energy is -8.91 eV.

Last column: natural (NBO) charge in e.
Geometry (Å):
S  -3.826  0.644  -1.028  -0.47
Si  -3.297  -0.167  0.982  0.99
C  -1.391  -0.404  0.804  -0.30
N  -0.785  0.609  0.321  -0.41
C  0.523  0.351  0.047  0.08
C  1.419  1.284  -0.487  -0.18
C  2.705  0.868  -0.626  -0.21
C  3.019  -0.478  -0.447  -0.20
C  2.107  -1.442  -0.184  -0.20
C  0.863  -1.012  0.139  -0.22
S  -0.451  -1.935  0.806  0.37
H  -4.297  1.949  -0.687  0.17
H  -3.717  -1.537  0.804  -0.17
H  -4.032  0.711  1.923  -0.12
H  1.198  2.261  -0.751  0.22
H  3.455  1.576  -0.682  0.21
H  3.934  -0.779  -0.752  0.20
H  2.571  -2.499  -0.183  0.23

=====

Density functional theory data (the ωB97M-V functional and the def2-TZVPD basis) for 2 unconnected molecules or ions with the total composition CH3ClOSi at a distorted geometry.

The calculation puts the gap between HOMO and LUMO at 0.42261 Ha. The calculation puts the total energy at -864.8177 a.u. As for the charge: 0. The HOMO energy is -10.86 eV.

Last column: natural (NBO) charge in e.
Geometry (Å):
C  4.796  0.227  -0.110  0.50
O  4.335  1.083  0.463  -0.50
Si  -0.183  -0.629  -0.375  0.86
Cl  1.707  -1.234  0.112  -0.41
H  0.103  -0.569  -1.889  -0.12
H  -0.272  0.784  -0.153  -0.19
H  -1.038  -1.203  0.592  -0.14

=====

Density functional theory data (the ωB97M-V functional and the def2-TZVPD basis) for 9 unconnected molecules or ions with the total composition C52H127N9O12 at a distorted geometry.

The calculation puts the gap between HOMO and LUMO at 0.31853 Ha. Its SMILES is CC1(C)CCCC(C)(C)N1O.CC1(C)CCCC(C)(C)N1O.COC[C@H](C)N.COC[C@H](C)N.COC[C@H](C)N.COC[C@H](C)N.COCCNCCOC.COCCNCCOC.COCCNCCOC. The calculation puts the total energy at -3452.5409 a.u. As for the charge: 0. The HOMO energy is -8.19 eV.

Last column: Löwdin charge in e.
Geometry (Å):
C  -1.596  1.853  12.586  -0.05
C  -0.093  2.178  12.620  -0.52
C  0.439  1.412  13.844  -0.03
C  0.393  1.634  11.283  -0.16
C  1.756  2.158  10.823  -0.21
C  1.820  3.667  10.751  -0.13
C  1.500  4.187  12.199  -0.45
C  2.642  3.880  13.210  -0.03
C  1.409  5.746  12.045  -0.04
N  0.194  3.605  12.641  -0.12
O  -0.355  4.295  13.725  0.00
H  -1.965  1.848  13.611  0.08
H  -2.159  2.509  11.922  0.09
H  -1.771  0.799  12.370  0.09
H  1.415  1.004  13.582  0.07
H  0.438  2.012  14.754  0.09
H  -0.138  0.519  14.082  0.08
H  0.524  0.554  11.352  0.12
H  -0.244  1.794  10.413  0.12
H  2.432  1.682  11.533  0.10
H  1.911  1.741  9.828  0.11
H  1.005  3.934  10.077  0.12
H  2.816  3.958  10.418  0.12
H  3.519  4.511  13.063  0.08
H  3.121  2.901  13.173  0.06
H  2.283  3.932  14.238  0.08
H  2.249  6.144  11.475  0.08
H  1.399  6.264  13.005  0.07
H  0.470  5.961  11.536  0.08
H  -1.149  4.649  13.320  0.10
C  5.435  11.055  0.325  -0.01
C  4.382  9.974  0.859  -0.44
C  4.184  8.881  -0.162  -0.05
C  4.922  9.238  2.132  -0.16
C  4.981  10.002  3.451  -0.21
C  3.537  10.400  3.598  -0.14
C  2.869  11.347  2.446  -0.48
C  1.331  11.306  2.662  -0.03
C  3.482  12.711  2.605  -0.04
N  3.072  10.671  1.158  -0.15
O  2.611  11.476  0.147  -0.01
H  6.411  10.612  0.126  0.08
H  4.975  11.421  -0.592  0.07
H  5.707  11.856  1.013  0.06
H  3.401  8.183  0.135  0.09
H  3.855  9.311  -1.108  0.08
H  5.140  8.439  -0.441  0.09
H  4.568  8.229  2.347  0.12
H  5.999  9.070  2.113  0.11
H  5.227  9.341  4.283  0.12
H  5.703  10.817  3.456  0.11
H  3.679  11.051  4.461  0.10
H  2.930  9.501  3.706  0.12
H  1.019  11.210  3.702  0.08
H  0.940  10.446  2.118  0.08
H  0.933  12.201  2.184  0.07
H  4.513  12.752  2.255  0.06
H  3.388  13.089  3.623  0.09
H  2.955  13.435  1.982  0.08
H  1.752  11.088  -0.037  0.11
C  5.444  -8.688  7.639  -0.16
O  5.726  -9.819  8.353  -0.17
C  5.519  -11.004  7.610  -0.24
C  6.051  -12.244  8.331  -0.38
C  5.777  -13.444  7.330  -0.07
N  5.155  -12.436  9.476  0.03
H  5.509  -8.761  6.554  0.08
H  6.064  -7.799  7.751  0.08
H  4.456  -8.333  7.934  0.09
H  4.449  -11.101  7.428  0.13
H  6.036  -10.878  6.659  0.12
H  7.116  -12.134  8.536  0.14
H  6.302  -13.337  6.381  0.06
H  4.753  -13.399  6.960  0.07
H  6.096  -14.406  7.733  0.07
H  5.583  -11.929  10.237  0.07
H  4.304  -11.900  9.383  0.07
C  -0.634  9.385  -16.016  -0.09
O  -1.397  8.219  -15.718  -0.22
C  -2.386  8.244  -14.695  -0.18
C  -2.788  6.731  -14.556  -0.42
C  -3.392  6.540  -13.218  -0.12
N  -1.623  5.828  -14.438  0.02
H  -1.290  10.096  -16.518  0.08
H  0.268  9.155  -16.583  0.09
H  -0.325  9.925  -15.121  0.08
H  -2.166  8.744  -13.751  0.12
H  -3.234  8.831  -15.046  0.12
H  -3.357  6.254  -15.354  0.14
H  -3.551  5.469  -13.094  0.08
H  -4.381  6.999  -13.183  0.08
H  -2.837  6.926  -12.364  0.08
H  -1.075  6.184  -13.668  0.07
H  -1.118  6.024  -15.290  0.06
C  -4.873  -3.485  -9.774  -0.16
O  -4.315  -4.442  -10.552  -0.17
C  -4.203  -4.183  -11.934  -0.21
C  -3.127  -5.026  -12.649  -0.44
C  -1.804  -4.764  -11.952  -0.06
N  -3.187  -4.825  -14.102  0.04
H  -4.886  -3.838  -8.743  0.09
H  -5.909  -3.285  -10.050  0.09
H  -4.407  -2.502  -9.718  0.09
H  -5.108  -4.435  -12.486  0.12
H  -4.059  -3.120  -12.125  0.13
H  -3.320  -6.077  -12.433  0.14
H  -1.064  -5.554  -12.077  0.07
H  -2.015  -4.881  -10.889  0.08
H  -1.370  -3.832  -12.314  0.08
H  -3.244  -3.839  -14.310  0.06
H  -4.129  -5.057  -14.382  0.06
C  -2.084  10.051  -5.637  -0.14
O  -2.565  9.798  -4.382  -0.20
C  -3.915  10.079  -3.985  -0.18
C  -5.028  9.016  -4.142  -0.42
C  -6.325  9.137  -3.333  -0.07
N  -4.439  7.704  -3.932  0.04
H  -2.540  10.960  -6.029  0.08
H  -2.338  9.309  -6.394  0.08
H  -1.003  10.128  -5.517  0.09
H  -3.802  10.443  -2.963  0.12
H  -4.101  11.070  -4.400  0.11
H  -5.367  9.179  -5.165  0.13
H  -6.133  8.807  -2.311  0.07
H  -7.177  8.551  -3.678  0.07
H  -6.725  10.149  -3.275  0.07
H  -4.041  7.461  -3.036  0.08
H  -3.632  7.586  -4.528  0.06
C  -8.792  -13.509  7.182  -0.10
O  -8.464  -12.757  6.007  -0.22
C  -8.704  -11.336  6.246  -0.19
C  -8.332  -10.565  4.943  -0.19
N  -6.943  -10.975  4.697  -0.08
C  -6.337  -10.506  3.482  -0.21
C  -5.877  -9.034  3.683  -0.18
O  -5.263  -8.452  2.475  -0.19
C  -5.140  -7.055  2.482  -0.14
H  -8.093  -13.270  7.984  0.09
H  -8.881  -14.557  6.895  0.09
H  -9.809  -13.279  7.497  0.08
H  -8.029  -10.886  6.974  0.12
H  -9.768  -11.233  6.463  0.12
H  -8.278  -9.504  5.187  0.11
H  -9.056  -10.762  4.153  0.12
H  -6.987  -11.984  4.700  0.10
H  -6.974  -10.583  2.601  0.12
H  -5.434  -11.109  3.386  0.12
H  -5.269  -8.925  4.580  0.12
H  -6.788  -8.482  3.913  0.10
H  -6.068  -6.536  2.721  0.08
H  -4.927  -6.709  1.471  0.08
H  -4.309  -6.737  3.112  0.08
C  2.077  -0.456  0.984  -0.16
O  0.946  0.367  0.839  -0.21
C  1.273  1.834  0.629  -0.16
C  0.065  2.769  0.718  -0.19
N  -0.592  2.822  -0.571  -0.08
C  -1.345  1.731  -1.053  -0.21
C  -0.575  1.012  -2.179  -0.21
O  -0.479  1.928  -3.290  -0.23
C  0.411  1.611  -4.382  -0.08
H  1.779  -1.488  0.797  0.08
H  2.458  -0.450  2.006  0.08
H  2.906  -0.458  0.276  0.08
H  1.674  1.873  -0.384  0.11
H  1.986  2.151  1.389  0.11
H  0.461  3.730  1.049  0.11
H  -0.543  2.328  1.508  0.12
H  -0.149  3.302  -1.342  0.11
H  -2.292  1.983  -1.530  0.12
H  -1.356  0.922  -0.324  0.12
H  -1.135  0.203  -2.648  0.12
H  0.335  0.555  -1.792  0.11
H  0.076  0.640  -4.747  0.08
H  1.415  1.591  -3.958  0.08
H  0.343  2.416  -5.113  0.09
C  5.756  -10.500  -7.773  -0.14
O  4.663  -10.671  -6.915  -0.17
C  4.020  -9.420  -6.740  -0.25
C  2.755  -9.643  -5.977  -0.19
N  2.004  -8.365  -5.651  -0.06
C  2.587  -7.486  -4.570  -0.13
C  3.503  -8.185  -3.408  -0.26
O  4.810  -8.259  -3.857  -0.19
C  5.573  -9.193  -3.008  -0.07
H  6.217  -11.470  -7.960  0.08
H  6.553  -9.914  -7.316  0.09
H  5.509  -10.168  -8.781  0.09
H  3.618  -9.018  -7.670  0.13
H  4.737  -8.758  -6.253  0.11
H  2.940  -10.169  -5.040  0.10
H  2.186  -10.276  -6.658  0.12
H  1.020  -8.580  -5.571  0.09
H  1.860  -6.839  -4.080  0.10
H  3.324  -6.854  -5.065  0.10
H  3.027  -9.103  -3.062  0.11
H  3.491  -7.649  -2.459  0.11
H  6.610  -8.922  -3.208  0.08
H  5.461  -10.240  -3.287  0.09
H  5.569  -9.164  -1.918  0.08